1.
126
Properties=species:S:1:pos:R:3:mulliken_charge:R:1 method="wB97M-V/def2-TZVPD" homo_lumo_gap_ev=9.315 e_above_lowest_kj_mol=108.7 e_homo_ev=-8.851
C -7.107 -1.636 3.760 -0.793
O -5.978 -1.404 2.961 -0.285
C -5.865 -0.074 2.476 -0.734
C -5.144 -0.119 1.154 0.703
C -3.686 -0.450 1.325 -1.387
N -5.290 1.211 0.512 -0.622
H -8.006 -1.736 3.140 0.290
H -7.303 -0.788 4.434 0.328
H -6.902 -2.515 4.362 0.235
H -6.844 0.412 2.396 0.404
H -5.258 0.474 3.210 0.263
H -5.619 -0.925 0.575 0.216
H -3.236 -0.683 0.351 0.240
H -3.535 -1.338 1.941 0.424
H -3.112 0.406 1.689 0.308
H -6.296 1.358 0.463 0.284
H -4.991 1.201 -0.467 0.193
C 4.700 -0.852 2.119 -0.597
O 4.297 -1.620 3.234 -0.437
C 3.371 -0.879 3.993 0.390
C 2.832 -1.751 5.118 0.284
C 1.613 -1.118 5.754 -1.299
N 3.861 -1.943 6.151 -0.780
H 3.918 -0.775 1.345 0.170
H 5.503 -1.350 1.576 0.373
H 4.965 0.179 2.369 0.239
H 3.822 0.034 4.407 0.156
H 2.519 -0.582 3.357 -0.447
H 2.561 -2.683 4.618 0.362
H 1.194 -1.852 6.453 0.395
H 0.758 -1.086 5.068 0.182
H 1.801 -0.167 6.243 0.350
H 4.138 -1.018 6.459 0.289
H 4.660 -2.396 5.722 0.336
C -2.507 4.538 -5.521 -0.790
O -2.549 3.945 -4.231 -0.283
C -3.576 3.003 -4.100 -0.655
C -3.924 2.798 -2.636 0.413
C -2.687 2.348 -1.860 -1.495
N -4.968 1.788 -2.482 -0.639
H -1.814 5.373 -5.487 0.268
H -3.496 4.920 -5.791 0.333
H -2.183 3.794 -6.256 0.284
H -4.481 3.291 -4.657 0.446
H -3.279 2.031 -4.534 0.149
H -4.235 3.739 -2.180 0.302
H -1.827 2.964 -2.110 0.613
H -2.449 1.305 -2.104 0.089
H -2.874 2.398 -0.787 0.468
H -5.810 2.044 -2.985 0.245
H -4.641 0.896 -2.838 0.217
C 3.305 2.478 2.360 -0.344
O 3.105 3.869 2.209 -0.463
C 2.271 4.382 3.217 0.252
C 2.148 5.859 3.020 0.487
C 3.315 6.593 3.677 -1.468
N 0.901 6.348 3.635 -0.729
H 3.805 2.262 3.312 0.351
H 3.926 2.153 1.528 0.242
H 2.341 1.961 2.298 0.008
H 1.285 3.891 3.147 -0.377
H 2.688 4.156 4.208 0.312
H 2.198 6.083 1.948 0.233
H 3.233 7.671 3.503 0.354
H 4.299 6.295 3.312 0.317
H 3.299 6.438 4.758 0.351
H 0.656 7.234 3.204 0.269
H 0.127 5.734 3.401 0.236
C 3.645 -4.776 -3.178 -0.829
O 3.162 -3.927 -2.144 -0.208
C 2.387 -4.551 -1.152 -0.541
C 1.000 -4.881 -1.643 0.452
C 0.262 -3.678 -2.198 -0.378
N 0.187 -5.503 -0.578 -0.540
H 4.378 -5.479 -2.764 0.284
H 4.141 -4.104 -3.873 0.262
H 2.837 -5.316 -3.678 0.336
H 2.910 -5.423 -0.734 0.504
H 2.302 -3.812 -0.349 -0.222
H 1.111 -5.612 -2.461 0.373
H 0.539 -2.752 -1.679 -0.357
H -0.816 -3.785 -2.062 0.672
H 0.468 -3.481 -3.248 -0.310
H -0.694 -5.752 -1.021 0.238
H 0.543 -6.385 -0.224 0.229
C -0.171 0.929 -3.738 0.997
O 0.069 -0.394 -4.120 0.085
C -0.052 -0.594 -5.508 -1.037
C 0.427 -1.977 -5.886 0.661
C 1.904 -2.190 -5.519 -0.902
N 0.175 -2.131 -7.310 -0.720
H -1.055 1.385 -4.209 0.087
H 0.682 1.573 -3.998 0.379
H -0.325 0.942 -2.662 -1.231
H -1.073 -0.389 -5.861 0.333
H 0.569 0.168 -6.029 0.473
H -0.182 -2.694 -5.325 0.072
H 2.528 -1.463 -6.042 0.372
H 2.170 -3.219 -5.763 0.410
H 2.071 -2.037 -4.448 -0.202
H 0.537 -1.333 -7.822 0.283
H 0.654 -2.940 -7.686 0.273
C 3.034 -0.954 -2.060 0.173
O 3.226 0.112 -1.129 -0.657
H 3.063 -1.919 -1.544 0.102
H 2.052 -0.876 -2.545 -0.378
H 3.769 -0.900 -2.857 0.447
H 2.442 0.118 -0.557 0.117
C -0.008 -3.138 1.346 -0.394
O -0.089 -2.053 2.272 -0.420
H -0.735 -2.970 0.538 0.239
H 0.952 -3.081 0.844 -0.141
H -0.209 -4.129 1.740 0.429
H -1.007 -1.936 2.536 0.184
C -0.156 0.151 -0.066 0.051
O 1.022 -0.096 0.670 0.479
H 0.100 0.610 -1.019 -0.334
H -0.610 -0.819 -0.332 0.149
H -0.962 0.685 0.446 0.034
H 0.872 -0.712 1.401 -0.335
C -0.183 1.349 3.898 -0.448
O -0.303 1.899 5.206 -0.537
H 0.793 0.974 3.592 -0.151
H -0.903 0.538 3.744 0.458
H -0.323 2.141 3.146 0.303
H -1.075 2.470 5.196 0.306



2.
13
Properties=species:S:1:pos:R:3:nbo_charge:R:1 method="wB97M-V/def2-TZVPD" homo_lumo_gap_ev=7.831 e_above_lowest_kj_mol=268.6 total_charge=+1 e_homo_ev=-13.712
C 2.371 -0.712 0.467 0.181
N 1.242 -0.210 0.762 -0.620
H 2.767 -0.543 -0.531 0.241
H 2.952 -1.173 1.258 0.232
H 0.955 -0.059 1.729 0.428
H 0.301 -0.226 0.280 0.464
C -1.676 0.629 0.311 -0.500
C -1.420 -0.110 -0.779 0.108
O -0.770 0.359 -1.900 -0.687
H -2.641 0.592 0.800 0.256
H -0.957 1.384 0.610 0.195
H -1.861 -1.096 -0.911 0.195
H -1.262 1.165 -2.097 0.507